Entry 1:
C24H30N2O5 in the gas phase, computed with ωB97M-V/def2-TZVPD.

Computed properties:
- DFT total energy (eV) = -38593.307
- relative energy (zero: lowest compared OMol25 entry of this formula, charge and spin) (kcal per mole) = 40.9
- structure (SMILES) = COc1cccc(CN2C(=O)CC[C@]2(C)C(=O)NCCc2ccc(OC)c(OC)c2)c1
- HOMO-LUMO gap (eV) = 8.86
- E_HOMO (Ha) = -0.29743

Each line ends with the Löwdin charge.
Cartesian coordinates (Å):
1 C 7.778 0.693 0.444  -0.091
2 O 6.490 1.011 -0.024  -0.083
3 C 5.543 0.032 -0.040  -0.268
4 C 5.741 -1.279 0.375  -0.026
5 C 4.693 -2.184 0.303  -0.068
6 C 3.455 -1.802 -0.172  -0.039
7 C 3.247 -0.489 -0.581  -0.208
8 C 1.894 -0.063 -1.098  -0.076
9 N 0.820 -0.385 -0.182  -0.004
10 C 0.094 -1.519 -0.300  -0.458
11 O 0.137 -2.273 -1.252  0.055
12 C -0.764 -1.663 0.940  -0.037
13 C -0.743 -0.279 1.579  -0.060
14 C 0.492 0.435 0.969  -0.358
15 C 1.646 0.541 1.963  0.011
16 C 0.029 1.846 0.551  -0.440
17 O 0.056 2.787 1.315  0.084
18 N -0.445 1.921 -0.708  0.081
19 C -1.180 3.065 -1.199  -0.157
20 C -2.456 2.603 -1.916  -0.128
21 C -3.188 1.588 -1.081  -0.248
22 C -3.863 1.971 0.062  -0.040
23 C -4.472 1.024 0.874  -0.012
24 C -4.421 -0.320 0.552  -0.214
25 O -4.970 -1.329 1.285  -0.067
26 C -5.664 -0.996 2.460  -0.084
27 C -3.749 -0.722 -0.626  -0.214
28 O -3.762 -2.058 -0.876  -0.073
29 C -3.137 -2.540 -2.045  -0.066
30 C -3.133 0.235 -1.413  0.023
31 C 4.288 0.417 -0.513  0.030
32 H 8.249 -0.083 -0.169  0.095
33 H 8.355 1.613 0.365  0.093
34 H 7.758 0.368 1.489  0.095
35 H 6.697 -1.607 0.750  0.101
36 H 4.856 -3.203 0.622  0.106
37 H 2.650 -2.518 -0.238  0.110
38 H 1.679 -0.608 -2.024  0.139
39 H 1.894 1.011 -1.299  0.126
40 H -0.292 -2.415 1.576  0.132
41 H -1.764 -2.015 0.698  0.111
42 H -1.654 0.266 1.326  0.109
43 H -0.666 -0.319 2.664  0.125
44 H 1.911 -0.443 2.342  0.096
45 H 1.343 1.183 2.785  0.090
46 H 2.520 0.981 1.491  0.081
47 H -0.523 1.072 -1.247  0.132
48 H -1.416 3.686 -0.331  0.120
49 H -0.554 3.649 -1.884  0.122
50 H -3.087 3.474 -2.102  0.119
51 H -2.188 2.164 -2.880  0.114
52 H -3.915 3.013 0.335  0.118
53 H -4.986 1.354 1.763  0.106
54 H -6.014 -1.942 2.872  0.095
55 H -6.525 -0.352 2.253  0.097
56 H -5.011 -0.504 3.189  0.096
57 H -2.052 -2.401 -2.013  0.072
58 H -3.547 -2.068 -2.943  0.097
59 H -3.356 -3.606 -2.069  0.099
60 H -2.607 -0.067 -2.306  0.115
61 H 4.156 1.442 -0.826  0.128

=====

Entry 2:
2 unconnected molecules or ions with the total composition C24H30N3 at a distorted geometry, computed with ωB97M-V/def2-TZVPD.

Computed properties:
- DFT total energy (eV) = -29839.538
- relative energy (zero: lowest compared OMol25 entry of this formula, charge and spin) (kcal per mole) = 5.7
- net charge = +1
- HOMO-LUMO gap (eV) = 6.88
- E_HOMO (Ha) = -0.40719

Each line ends with the Löwdin charge.
Cartesian coordinates (Å):
1 C -0.223 2.629 2.721  -0.020
2 C -0.570 2.999 1.278  -0.533
3 C -1.387 4.294 1.260  -0.051
4 C 0.686 3.202 0.437  -0.027
5 C -1.397 1.868 0.691  -0.081
6 N -2.702 2.034 0.392  0.188
7 C -3.279 0.844 -0.044  -0.180
8 C -2.280 -0.141 -0.018  -0.109
9 C -2.580 -1.417 -0.490  -0.012
10 C -3.884 -1.689 -0.931  -0.057
11 C -4.864 -0.682 -0.962  -0.064
12 C -4.564 0.616 -0.521  0.000
13 C -1.042 0.504 0.451  -0.066
14 C 0.207 -0.116 0.535  0.083
15 C 0.385 -1.493 0.887  -0.193
16 C -0.532 -2.242 1.689  -0.013
17 C -0.357 -3.608 1.885  -0.019
18 C 0.724 -4.284 1.303  -0.249
19 C 0.829 -5.775 1.399  -0.040
20 C 1.689 -3.544 0.603  -0.015
21 C 1.533 -2.180 0.420  0.006
22 H 0.291 1.662 2.780  0.088
23 H 0.423 3.394 3.170  0.100
24 H -1.139 2.564 3.323  0.099
25 H -1.685 4.563 0.239  0.096
26 H -2.275 4.229 1.900  0.092
27 H -0.770 5.115 1.646  0.102
28 H 0.408 3.435 -0.600  0.094
29 H 1.275 4.042 0.831  0.103
30 H 1.327 2.321 0.412  0.059
31 H -3.227 2.900 0.465  0.166
32 H -1.803 -2.177 -0.502  0.111
33 H -4.136 -2.698 -1.263  0.111
34 H -5.860 -0.916 -1.340  0.111
35 H -5.288 1.429 -0.546  0.117
36 H 1.110 0.465 0.370  0.075
37 H -1.381 -1.731 2.150  0.129
38 H -1.080 -4.176 2.477  0.128
39 H 1.791 -6.116 1.007  0.082
40 H 0.728 -6.123 2.433  0.093
41 H 0.035 -6.261 0.817  0.097
42 H 2.561 -4.056 0.188  0.121
43 H 2.253 -1.594 -0.153  0.079
44 C 4.279 0.053 -0.777  0.010
45 C 3.154 0.386 -1.703  -0.407
46 N 1.878 0.522 -1.435  0.032
47 C 1.212 0.882 -2.698  -0.174
48 C 2.295 0.930 -3.780  -0.150
49 N 3.465 0.584 -3.006  0.043
50 H 5.230 0.137 -1.316  0.086
51 H 4.281 0.745 0.072  0.094
52 H 4.182 -0.970 -0.397  0.075
53 H 0.445 0.144 -2.968  0.112
54 H 0.726 1.866 -2.616  0.101
55 H 2.111 0.197 -4.572  0.116
56 H 2.392 1.930 -4.214  0.117
57 H 4.402 0.505 -3.380  0.147

=====

Entry 3:
2 unconnected molecules or ions with the total composition C24H30N4O8 at a distorted geometry, computed with ωB97M-V/def2-TZVPD.

Computed properties:
- DFT total energy (eV) = -47714.702
- relative energy (zero: lowest compared OMol25 entry of this formula, charge and spin) (kcal per mole) = 5.1
- structure (SMILES) = O=C(O)c1cc(NCc2cccc([N+](=O)[O-])c2)cc(C(=O)O)c1.CNC(=O)[C@H](CC(C)C)NC(C)=O
- HOMO-LUMO gap (eV) = 7.45
- E_HOMO (Ha) = -0.31519

Each line ends with the Löwdin charge.
Cartesian coordinates (Å):
1 O -5.921 -2.707 -1.948  0.102
2 C -4.907 -2.120 -1.607  -0.465
3 O -4.089 -1.504 -2.493  0.110
4 C -4.560 -2.052 -0.173  -0.112
5 C -3.249 -1.742 0.229  0.056
6 C -2.912 -1.631 1.585  -0.225
7 N -1.640 -1.294 2.052  0.015
8 C -0.510 -0.848 1.222  -0.129
9 C 0.514 -1.937 1.004  -0.171
10 C 0.630 -3.045 1.857  -0.009
11 C 1.626 -3.999 1.642  -0.048
12 C 2.523 -3.853 0.581  0.012
13 C 2.435 -2.754 -0.298  -0.145
14 N 3.341 -2.592 -1.374  -0.336
15 O 4.361 -3.291 -1.391  0.080
16 O 3.067 -1.758 -2.247  0.067
17 C 1.410 -1.815 -0.065  0.045
18 C -3.894 -1.858 2.544  0.046
19 C -5.214 -2.179 2.190  -0.113
20 C -6.230 -2.392 3.239  -0.465
21 O -7.397 -2.537 2.915  0.100
22 O -5.826 -2.407 4.532  0.109
23 C -5.531 -2.277 0.822  0.060
24 H -4.508 -1.653 -3.354  0.130
25 H -2.494 -1.594 -0.534  0.108
26 H -1.545 -1.153 3.057  0.139
27 H -0.024 0.000 1.717  0.132
28 H -0.868 -0.487 0.257  0.093
29 H -0.051 -3.173 2.693  0.113
30 H 1.705 -4.857 2.303  0.111
31 H 3.291 -4.610 0.442  0.120
32 H 1.310 -0.959 -0.721  0.091
33 H -3.626 -1.777 3.592  0.122
34 H -6.639 -2.557 5.038  0.130
35 H -6.549 -2.525 0.524  0.133
36 C 6.067 3.084 -1.630  -0.050
37 N 4.790 2.577 -1.135  0.021
38 C 3.692 2.440 -1.890  -0.461
39 O 3.691 2.696 -3.090  0.061
40 C 2.405 1.907 -1.224  -0.180
41 C 1.123 2.669 -1.648  -0.109
42 C -0.192 1.956 -1.283  -0.429
43 C -1.363 2.934 -1.240  -0.069
44 C -0.534 0.864 -2.300  -0.063
45 N 2.475 1.709 0.241  0.106
46 C 2.620 2.587 1.236  -0.561
47 C 2.596 4.084 0.998  0.015
48 O 2.769 2.169 2.372  0.035
49 H 5.902 3.996 -2.208  0.088
50 H 6.530 2.339 -2.280  0.088
51 H 6.736 3.304 -0.796  0.085
52 H 4.727 2.313 -0.163  0.125
53 H 2.313 0.910 -1.652  0.129
54 H 1.137 2.822 -2.729  0.126
55 H 1.133 3.660 -1.202  0.101
56 H -0.100 1.517 -0.293  0.100
57 H -2.275 2.406 -0.959  0.079
58 H -1.502 3.393 -2.219  0.086
59 H -1.170 3.713 -0.502  0.075
60 H -0.696 1.310 -3.281  0.090
61 H 0.275 0.142 -2.382  0.064
62 H -1.446 0.346 -2.000  0.066
63 H 2.509 0.752 0.559  0.133
64 H 1.561 4.410 0.919  0.083
65 H 3.140 4.349 0.096  0.073
66 H 3.057 4.580 1.851  0.090

=====

Entry 4:
A molecular structure, C24H31AlN7O3S at a distorted geometry, computed with ωB97M-V/def2-TZVPD.

Computed properties:
- DFT total energy (eV) = -59395.373
- relative energy (zero: lowest compared OMol25 entry of this formula, charge and spin) (kcal per mole) = 0.0
- net charge = +1
- HOMO-LUMO gap (eV) = 6.25
- E_HOMO (Ha) = -0.34869

Each line ends with the Löwdin charge.
Cartesian coordinates (Å):
1 Al -0.481 -0.047 -1.100  -0.161
2 C -3.922 -2.175 -2.147  -0.022
3 C -3.084 -1.230 -1.339  -0.367
4 O -1.808 -1.201 -1.657  -0.017
5 C -3.673 -0.482 -0.330  -0.019
6 C -2.956 0.391 0.524  -0.240
7 C -3.622 0.890 1.817  -0.003
8 N -1.763 0.866 0.121  0.000
9 N -1.257 1.898 0.806  0.084
10 C -0.033 2.200 0.334  -0.393
11 O 0.507 1.481 -0.620  -0.033
12 C 0.608 3.279 1.054  -0.171
13 C 0.133 3.755 2.300  -0.022
14 C 0.889 4.659 3.019  -0.076
15 C 2.071 5.200 2.465  -0.057
16 C 2.466 4.768 1.171  -0.069
17 C 1.772 3.766 0.497  -0.031
18 H -3.385 -2.454 -3.070  0.084
19 H -4.931 -1.785 -2.428  0.099
20 H -4.131 -3.109 -1.592  0.094
21 H -4.756 -0.458 -0.273  0.113
22 H -3.506 0.086 2.571  0.090
23 H -4.707 1.010 1.605  0.091
24 H -3.165 1.819 2.149  0.058
25 H -0.765 3.327 2.717  0.101
26 H 0.576 4.926 4.019  0.102
27 H 2.714 5.917 2.966  0.101
28 H 3.284 5.261 0.664  0.099
29 H 2.129 3.336 -0.450  0.123
30 N 0.967 -2.711 -3.861  0.073
31 C 0.920 -2.392 -2.565  -0.061
32 N 0.565 -1.126 -2.451  0.146
33 C 0.309 -0.739 -3.732  -0.269
34 N 0.529 -1.670 -4.637  0.180
35 C -0.362 0.490 -3.985  -0.149
36 C -0.562 1.018 -5.238  -0.047
37 N -1.181 2.164 -5.363  0.110
38 C -1.569 2.857 -4.285  -0.065
39 C -1.477 2.289 -3.035  -0.013
40 N -0.843 1.100 -2.868  0.153
41 H 1.189 -3.615 -4.319  0.193
42 H 1.223 -3.034 -1.762  0.140
43 H -0.268 0.518 -6.168  0.139
44 H -2.018 3.820 -4.459  0.119
45 H -1.986 2.736 -2.164  0.143
46 C 4.961 -2.219 1.375  -0.104
47 C 3.773 -1.277 1.190  -0.303
48 C 2.421 -1.965 1.174  -0.313
49 S 1.094 -0.732 1.424  1.129
50 O 0.102 -1.151 0.263  -0.389
51 C 0.391 -1.252 3.021  -0.315
52 C -0.607 -2.416 2.983  -0.279
53 C 0.013 -3.826 3.010  -0.096
54 H 5.934 -1.719 1.201  0.087
55 H 4.928 -3.033 0.634  0.080
56 H 5.072 -2.679 2.352  0.073
57 H 3.926 -0.767 0.236  0.114
58 H 3.811 -0.479 1.947  0.113
59 H 2.326 -2.686 1.997  0.084
60 H 2.214 -2.467 0.202  0.095
61 H -0.086 -0.325 3.393  0.096
62 H 1.236 -1.498 3.699  0.113
63 H -1.272 -2.316 2.118  0.098
64 H -1.316 -2.278 3.860  0.135
65 H 0.592 -4.053 2.123  0.056
66 H -0.828 -4.514 2.985  0.077
67 H 0.671 -3.947 3.909  0.098